[1]
83
Properties=species:S:1:pos:R:3 method="wB97M-V/def2-TZVPD" charge=+2 gap_ha="0.1975 / 0.1989" de_lowest_kj_mol=0.0
Co -1.720 -0.852 0.892
N 4.626 -2.361 5.992
C 3.818 -1.787 5.071
C 3.319 -0.486 5.268
C 2.509 0.101 4.327
C 2.182 -0.597 3.165
C 2.673 -1.886 2.949
C 3.473 -2.480 3.893
S 1.235 0.166 1.945
O 1.035 1.551 2.249
O 1.673 -0.252 0.648
N -0.329 -0.513 2.044
C -1.137 -0.315 3.160
N -2.391 -0.589 2.747
C -3.390 -0.462 3.609
C -3.120 -0.076 4.910
C -1.793 0.173 5.235
N -0.786 0.061 4.363
H 4.891 -1.869 6.826
H 4.995 -3.284 5.857
H 3.591 0.059 6.163
H 2.131 1.103 4.472
H 2.445 -2.403 2.025
H 3.866 -3.474 3.725
H -4.391 -0.680 3.258
H -3.908 0.026 5.640
H -1.521 0.479 6.238
C -3.533 -4.660 -0.993
N -4.179 -3.368 -1.231
C -5.312 -3.337 -2.159
C -3.811 -2.319 -0.494
N -2.869 -2.337 0.408
N -4.558 -1.156 -0.668
C -4.169 0.114 -0.325
N -5.105 1.064 -0.482
N -2.968 0.358 0.097
H -3.827 -5.343 -1.782
H -3.834 -5.085 -0.033
H -2.448 -4.559 -1.033
H -5.354 -2.387 -2.688
H -6.258 -3.530 -1.647
H -5.164 -4.112 -2.904
H -2.370 -3.217 0.423
H -5.519 -1.281 -0.940
H -5.976 0.885 -0.952
H -4.884 2.028 -0.297
H -2.793 1.334 0.305
Cl 4.998 2.417 1.897
C 4.130 2.142 0.426
C 2.994 2.879 0.151
C 2.293 2.601 -1.008
C 2.697 1.624 -1.912
C 1.846 1.446 -3.151
C 1.368 0.020 -3.454
N 0.702 -0.635 -2.323
C 0.971 -1.913 -1.908
C 0.126 -2.173 -0.879
N -0.661 -1.064 -0.672
C -0.271 -0.150 -1.548
O 2.550 1.889 -4.290
C 1.791 2.667 -5.214
C 1.179 3.888 -4.590
C 1.871 4.835 -3.891
Cl 3.557 4.877 -3.608
S 0.864 6.084 -3.289
C -0.522 5.354 -3.976
C -0.211 4.203 -4.631
C 3.876 0.938 -1.621
Cl 4.561 -0.241 -2.704
C 4.587 1.180 -0.458
H 2.657 3.640 0.839
H 1.403 3.181 -1.231
H 0.967 2.082 -2.989
H 2.221 -0.598 -3.701
H 0.697 0.034 -4.314
H 1.748 -2.503 -2.360
H 0.070 -3.051 -0.258
H -0.677 0.843 -1.640
H 1.001 2.064 -5.678
H 2.502 2.938 -5.994
H -1.485 5.829 -3.884
H -0.938 3.602 -5.161
H 5.494 0.629 -0.250

=====

[2]
117
Properties=species:S:1:pos:R:3 method="wB97M-V/def2-TZVPD" charge=0 gap_ha=0.2116 de_lowest_kj_mol=109.5
Rb -1.748 0.231 -0.327
C -6.463 -1.162 -0.110
N -6.115 -0.527 1.159
C -7.006 -0.743 2.284
C -4.985 0.205 1.231
O -4.306 0.465 0.252
C -4.546 0.693 2.609
O -3.198 1.079 2.501
C -2.700 1.596 3.700
C -1.252 2.022 3.477
O -0.691 1.809 2.417
N -0.641 2.632 4.530
C 0.754 3.021 4.425
C -1.226 2.798 5.848
H -7.290 -0.640 -0.595
H -6.760 -2.194 0.082
H -5.599 -1.153 -0.770
H -8.034 -0.736 1.922
H -6.915 0.051 3.022
H -6.824 -1.704 2.772
H -4.665 -0.101 3.354
H -5.173 1.541 2.915
H -2.733 0.842 4.496
H -3.296 2.457 4.026
H 1.067 2.951 3.390
H 1.388 2.366 5.031
H 0.875 4.048 4.774
H -2.271 2.506 5.868
H -1.162 3.844 6.156
H -0.691 2.193 6.584
C -5.090 0.473 -3.207
C -4.249 -0.730 -3.578
C -4.390 -1.320 -4.823
C -3.569 -2.423 -5.101
C -2.694 -2.890 -4.157
C -2.606 -2.266 -2.863
N -3.392 -1.157 -2.645
N -1.812 -2.661 -1.877
Si -0.977 -4.121 -1.728
C -1.964 -5.678 -2.112
C 0.571 -4.218 -2.819
C -0.444 -4.304 0.059
H -6.143 0.190 -3.121
H -5.031 1.252 -3.972
H -4.763 0.878 -2.250
H -5.099 -0.937 -5.546
H -3.624 -2.905 -6.071
H -2.043 -3.728 -4.376
H -2.432 -5.637 -3.100
H -2.762 -5.822 -1.375
H -1.314 -6.560 -2.084
H 0.343 -4.690 -3.780
H 1.369 -4.803 -2.346
H 0.949 -3.213 -3.027
H -1.327 -4.370 0.704
H 0.144 -3.448 0.403
H 0.150 -5.216 0.208
Br 2.668 7.071 -1.078
C 1.591 5.525 -0.950
C 1.557 4.808 0.227
C 0.762 3.671 0.248
N 0.042 3.257 -0.790
C 0.068 3.975 -1.910
C 0.846 5.120 -2.040
C -0.784 3.472 -3.042
C -1.115 4.282 -4.120
C -1.898 3.740 -5.124
Br -2.373 4.807 -6.607
C -2.332 2.434 -5.044
C -1.958 1.713 -3.919
N -1.208 2.216 -2.940
H 2.126 5.116 1.094
H 0.682 3.061 1.142
H 0.893 5.674 -2.966
H -0.795 5.313 -4.178
H -2.940 1.984 -5.817
H -2.278 0.681 -3.802
C 3.374 -4.651 1.302
C 4.486 -3.746 0.778
C 4.259 -3.279 -0.659
C 3.145 -2.250 -0.821
N 3.476 -0.977 -0.184
C 2.903 -0.467 0.938
Se 1.599 -1.240 1.965
N 3.510 0.735 1.166
C 3.202 1.651 2.253
C 4.261 1.697 3.348
C 4.327 0.459 4.244
C 5.098 -0.709 3.629
C 4.422 1.013 0.155
C 5.232 2.112 -0.080
C 6.020 2.084 -1.223
C 5.994 0.992 -2.094
C 5.180 -0.108 -1.849
C 4.397 -0.073 -0.707
H 3.588 -4.981 2.322
H 3.272 -5.541 0.673
H 2.412 -4.136 1.322
H 5.437 -4.284 0.818
H 4.597 -2.875 1.432
H 4.001 -4.139 -1.285
H 5.186 -2.861 -1.063
H 2.208 -2.596 -0.391
H 2.968 -2.047 -1.877
H 2.237 1.334 2.653
H 3.087 2.642 1.814
H 4.041 2.581 3.956
H 5.244 1.869 2.896
H 3.310 0.134 4.486
H 4.805 0.743 5.186
H 4.558 -1.145 2.786
H 5.246 -1.506 4.361
H 6.082 -0.385 3.280
H 5.246 2.962 0.592
H 6.664 2.926 -1.445
H 6.619 1.002 -2.977
H 5.155 -0.948 -2.529

=====

[3]
53
Properties=species:S:1:pos:R:3 method="wB97M-V/def2-TZVPD" charge=0 gap_ha=0.3132 de_lowest_kj_mol=69.6 smiles="Cc1cc(C)cc(NC(=S)N[C@@H]2C[C@H]3CC[C@@H](C2)N3Cc2ccco2)c1"
C -2.010 -2.593 0.663
C -2.683 -1.278 0.408
C -4.005 -1.070 0.763
C -4.638 0.138 0.491
C -6.080 0.328 0.853
C -3.920 1.146 -0.126
C -2.579 0.967 -0.468
N -1.933 2.025 -1.116
C -0.674 2.531 -0.985
S -0.325 3.924 -1.819
N 0.208 1.933 -0.176
C 1.542 2.439 0.057
C 2.551 1.859 -0.947
C 3.024 0.465 -0.504
C 4.338 0.515 0.319
C 3.870 0.471 1.778
C 2.342 0.626 1.646
C 1.946 2.111 1.494
N 2.005 -0.059 0.402
C 1.975 -1.502 0.497
C 1.371 -2.111 -0.730
C 0.855 -1.577 -1.873
C 0.416 -2.673 -2.660
C 0.699 -3.787 -1.938
O 1.279 -3.459 -0.768
C -1.971 -0.256 -0.211
H -1.164 -2.465 1.337
H -2.701 -3.305 1.108
H -1.631 -3.010 -0.269
H -4.561 -1.862 1.245
H -6.258 0.025 1.884
H -6.379 1.367 0.736
H -6.711 -0.287 0.212
H -4.397 2.090 -0.347
H -2.546 2.666 -1.603
H -0.003 1.042 0.246
H 1.488 3.525 -0.085
H 3.398 2.537 -1.042
H 2.064 1.809 -1.921
H 3.131 -0.187 -1.372
H 4.903 1.418 0.100
H 4.972 -0.339 0.078
H 4.310 1.255 2.390
H 4.109 -0.487 2.241
H 1.810 0.175 2.487
H 2.783 2.749 1.775
H 1.111 2.352 2.154
H 2.970 -1.955 0.655
H 1.358 -1.775 1.362
H 0.796 -0.540 -2.134
H -0.045 -2.625 -3.624
H 0.549 -4.830 -2.132
H -0.961 -0.456 -0.532

=====

[4]
50
Properties=species:S:1:pos:R:3 method="wB97M-V/def2-TZVPD" charge=0 spin_multiplicity=4 gap_ha="0.2335 / 0.2597"
Tc -0.128 -0.145 0.134
Si -2.213 0.804 0.710
P -1.134 -2.133 -0.088
N -0.125 0.151 -1.662
H 1.538 0.497 2.548
C 0.100 -3.432 -0.403
H -0.402 -4.405 -0.473
H 0.837 -3.452 0.409
H 0.610 -3.221 -1.351
C -2.026 -2.782 1.357
H -2.349 -3.801 1.107
H -2.902 -2.162 1.576
H -1.360 -2.807 2.228
C -2.310 -2.403 -1.460
H -2.758 -3.401 -1.334
H -1.772 -2.359 -2.417
H -3.095 -1.637 -1.443
C -2.411 0.904 2.593
H -1.562 1.429 3.055
H -2.519 -0.094 3.036
H -3.329 1.484 2.768
H -2.347 2.218 0.249
H -3.427 0.109 0.190
C -0.416 0.438 -2.942
C 0.190 0.514 -5.305
C 0.537 0.246 -3.990
C -1.717 0.926 -3.290
C -2.037 1.182 -4.615
C -1.090 0.988 -5.627
H 0.925 0.340 -6.090
H 1.519 -0.124 -3.684
H -2.429 1.082 -2.469
H -3.038 1.529 -4.863
H -1.347 1.193 -6.669
C 1.617 -0.606 2.551
O 1.205 -1.052 1.279
C 3.090 -0.958 2.719
H 3.323 -1.142 3.776
H 3.682 -0.096 2.395
H 3.388 -1.829 2.123
C 0.754 -1.125 3.690
H 0.735 -2.222 3.698
H -0.272 -0.743 3.668
H 1.204 -0.786 4.631
C 2.700 3.411 0.766
C 1.656 2.417 0.759
N 0.656 1.805 0.768
H 2.289 4.396 0.497
H 3.468 3.115 0.036
H 3.153 3.462 1.763

=====

[5]
113
Properties=species:S:1:pos:R:3 method="wB97M-V/def2-TZVPD" charge=+1 gap_ha=0.0535 de_lowest_kj_mol=0.0
C 5.872 -0.114 0.893
C 5.546 0.656 0.032
C 5.385 1.319 -1.297
C 3.950 1.865 -1.411
N 3.731 3.166 -1.031
C 2.387 3.481 -1.182
C 1.938 4.766 -0.772
C 0.599 5.131 -0.874
C 0.068 6.473 -0.388
C -0.515 6.208 1.054
C -0.371 4.235 -1.459
C 0.086 3.009 -1.868
C -0.758 1.959 -2.523
C -1.013 0.739 -1.667
C -2.303 0.945 -0.789
C -2.994 -0.421 -0.557
C -3.806 -0.415 0.784
C 1.435 2.621 -1.714
N 1.710 1.335 -2.075
C 2.938 0.948 -1.897
C 3.281 -0.532 -2.220
C 2.188 -1.622 -1.794
C 2.658 -2.408 -0.571
F 3.744 -3.189 -0.687
C 1.974 -2.343 0.559
F 2.106 -3.277 1.499
F 1.090 -1.392 0.848
H 6.064 -0.910 1.593
H 5.638 0.670 -2.145
H 6.084 2.166 -1.312
H 2.614 5.507 -0.335
H 0.824 7.273 -0.404
H -0.827 6.698 -1.037
H -0.539 7.148 1.619
H -1.514 5.749 0.966
H 0.133 5.439 1.492
H -1.441 4.460 -1.573
H -1.718 2.423 -2.808
H -0.253 1.590 -3.435
H -1.182 -0.075 -2.369
H -0.149 0.517 -1.021
H -3.055 1.581 -1.332
H -1.960 1.412 0.153
H -3.655 -0.595 -1.451
H -2.211 -1.217 -0.483
H -4.573 -1.215 0.737
H -4.264 0.580 0.883
H -3.101 -0.586 1.608
H 3.362 -0.549 -3.323
H 4.236 -0.843 -1.778
H 2.057 -2.348 -2.611
H 1.195 -1.240 -1.573
Li -1.072 -1.774 -2.438
F 0.236 -1.039 -3.160
Na -5.466 -0.931 -1.734
C -1.575 4.547 4.540
Cl 0.179 4.567 4.299
Cl -1.934 4.025 6.184
Cl -2.233 6.174 4.276
Cl -2.316 3.423 3.384
Cl 5.081 4.236 -1.950
Al -0.680 6.706 -2.795
C 9.326 1.267 0.197
C 10.078 0.326 1.106
C 10.770 1.008 2.259
O 11.861 0.124 2.521
C 12.159 -0.496 1.346
O 13.137 -1.134 1.151
O 11.180 -0.279 0.421
H 8.882 0.716 -0.634
H 8.531 1.785 0.736
H 9.999 2.007 -0.240
H 9.416 -0.474 1.454
H 10.131 1.107 3.134
H 11.175 1.989 1.998
F -4.273 2.063 -2.334
C 3.035 -0.177 4.344
C 4.103 0.219 5.356
O 3.737 1.294 6.202
C 2.909 1.030 7.356
O 3.364 0.064 8.090
C 1.396 0.838 6.989
F 1.038 1.673 5.989
F 0.607 1.149 8.030
F 1.059 -0.399 6.602
H 2.534 0.703 3.936
H 3.486 -0.743 3.524
H 2.279 -0.817 4.791
H 4.964 0.589 4.792
H 4.461 -0.646 5.921
H 2.891 2.041 7.825
C -7.089 -6.242 -2.619
C -8.546 -5.962 -2.275
N -9.142 -4.886 -3.054
C -10.438 -4.458 -2.540
C -11.591 -5.464 -2.579
C -9.061 -5.021 -4.503
C -9.684 -6.266 -5.142
H -6.477 -5.343 -2.507
H -6.692 -7.003 -1.945
H -6.973 -6.619 -3.635
H -8.582 -5.683 -1.219
H -9.114 -6.898 -2.372
H -10.745 -3.549 -3.064
H -10.295 -4.148 -1.499
H -11.991 -5.583 -3.585
H -12.411 -5.104 -1.954
H -11.302 -6.445 -2.200
H -8.005 -4.987 -4.788
H -9.491 -4.130 -4.967
H -9.459 -7.179 -4.588
H -9.291 -6.395 -6.153
H -10.765 -6.175 -5.234

=====

[6]
64
Properties=species:S:1:pos:R:3 method="wB97M-V/def2-TZVPD" charge=-2 gap_ha=0.2055
Pd -0.630 1.831 0.471
O 1.656 0.936 2.416
S 1.133 0.106 1.365
O -0.117 -0.589 1.728
O 1.113 0.705 0.013
C 2.126 -1.316 1.066
C 3.407 -1.565 1.500
C 4.021 -2.760 1.154
C 3.331 -3.677 0.365
C 2.051 -3.411 -0.089
C 1.406 -2.221 0.256
P -0.338 -1.876 -0.311
C -0.184 -2.681 -1.955
C -0.555 -3.989 -2.243
C -0.314 -4.528 -3.502
C 0.309 -3.770 -4.480
C 0.684 -2.457 -4.200
C 0.443 -1.922 -2.947
C -1.340 -3.002 0.743
C -0.776 -3.769 1.765
C -1.562 -4.357 2.740
C -2.939 -4.152 2.731
C -3.518 -3.401 1.725
C -2.736 -2.838 0.718
H 3.910 -0.834 2.121
H 5.025 -2.985 1.490
H 3.810 -4.613 0.102
H 1.543 -4.134 -0.713
H -1.047 -4.583 -1.480
H -0.619 -5.545 -3.720
H 0.509 -4.196 -5.456
H 1.163 -1.861 -4.967
H 0.727 -0.903 -2.709
H 0.299 -3.877 1.817
H -1.100 -4.942 3.527
H -3.557 -4.581 3.511
H -4.587 -3.231 1.698
H -2.711 -1.964 -1.068
N -3.919 1.314 0.441
C -3.471 2.544 0.845
N -4.258 3.542 1.217
N -3.412 4.559 1.484
N -2.192 4.203 1.287
N -2.193 2.917 0.884
C -3.163 0.190 0.119
N -3.934 -0.885 0.100
N -3.366 -2.119 -0.315
N -1.223 -0.642 -0.903
N -1.859 0.359 -0.174
H -4.871 1.088 0.667
Br 0.759 9.422 -0.033
C 1.647 7.733 -0.038
C 3.033 7.717 -0.007
C 3.676 6.488 -0.012
C 2.946 5.310 -0.057
C 1.555 5.350 -0.096
C 0.895 6.572 -0.081
C 0.758 4.065 -0.149
O 0.296 3.710 -1.237
O 0.648 3.468 0.967
H 3.592 8.642 0.026
H 4.759 6.452 0.025
H 3.447 4.350 -0.057
H -0.187 6.604 -0.086

=====

[7]
13
Properties=species:S:1:pos:R:3 method="wB97M-V/def2-TZVPD" charge=-2 gap_ha="0.2172 / 0.2170" de_lowest_kj_mol=240.0
C -1.037 0.232 -0.297
C 0.198 -0.604 0.031
O 2.494 -0.652 -1.261
O 2.693 -0.443 1.258
O 1.839 1.617 0.090
O -0.280 -0.147 2.270
P 1.886 0.116 0.176
S 0.039 -2.261 -0.034
H -0.994 1.202 0.217
H -0.963 0.725 -1.414
H -2.063 -0.210 -0.261
H 0.316 0.539 2.138
H 1.713 -1.222 -1.400

=====

no.,calculated total energy (eV)
1,-151031.8290
2,-276543.2729
3,-39568.7820
4,-40416.3599
5,-149472.5390
6,-145601.7542
7,-30468.8888